1.
This record from the OMol25 dataset describes a cluster of 2 separate species, C3H10N2 in total at a distorted geometry. The level of theory is ωB97M-V/def2-TZVPD.

## Properties
Structure (SMILES) = C=N.CNC
Total charge = 0
ΔE to the lowest compared entry with this formula, charge and spin = 49.4 kcal/mol

CARTESIAN COORDINATES (ANGSTROEM)
C (-3.257, -2.027, -0.290)
N (-3.240, -3.151, -0.867)
H (-3.115, -1.911, 0.800)
H (-3.305, -1.060, -0.804)
H (-3.352, -2.980, -1.867)
C (1.520, 2.254, -0.233)
N (1.209, 0.815, -0.055)
C (1.831, 0.070, 1.081)
H (2.457, 2.251, -0.777)
H (0.805, 2.855, -0.765)
H (1.607, 2.627, 0.782)
H (0.772, 0.412, -0.865)
H (2.848, -0.100, 0.757)
H (1.329, -0.864, 1.236)
H (1.891, 0.809, 1.868)

---

2.
This record from the OMol25 dataset describes a structure of composition C24H35AlCl6FIN4NaO8 at a distorted geometry. The level of theory is ωB97M-V/def2-TZVPD.

## Properties
Total charge = -1

CARTESIAN COORDINATES (ANGSTROEM)
C (2.078, -1.483, 0.469)
C (1.600, -2.010, -1.032)
C (1.088, -0.751, -2.009)
I (2.794, 0.603, -2.177)
N (-0.149, -0.179, -1.362)
C (-1.334, -1.117, -1.657)
C (-2.105, -1.463, -0.238)
C (-3.047, -0.241, 0.333)
Cl (-4.201, 0.472, -0.966)
C (-0.446, 1.242, -1.775)
C (-0.018, 2.375, -0.621)
O (0.339, 3.613, -0.976)
O (-0.029, 1.860, 0.780)
H (3.247, -1.587, 0.501)
H (1.553, -2.144, 1.310)
H (1.772, -0.349, 0.633)
H (2.523, -2.535, -1.577)
H (0.786, -2.842, -0.913)
H (0.826, -1.163, -3.080)
H (-2.058, -0.685, -2.489)
H (-0.973, -2.170, -2.087)
H (-1.253, -1.647, 0.578)
H (-2.697, -2.497, -0.314)
H (-2.464, 0.609, 0.890)
H (-3.765, -0.738, 1.146)
H (-0.047, 1.533, -2.855)
H (-1.632, 1.354, -1.855)
Na (0.099, 2.939, 2.291)
N (-4.060, 2.923, -4.673)
C (-3.402, 3.697, -5.564)
C (-2.399, 4.588, -5.217)
C (-2.050, 4.697, -3.875)
C (-2.712, 3.914, -2.934)
C (-3.699, 3.049, -3.378)
H (-3.712, 3.578, -6.598)
H (-1.902, 5.183, -5.975)
H (-1.270, 5.386, -3.565)
H (-2.464, 3.976, -1.880)
H (-4.241, 2.415, -2.683)
Al (-3.541, -1.048, -3.607)
C (-5.821, -0.939, 3.317)
O (-5.164, -1.469, 2.389)
O (-6.590, 0.036, 2.851)
O (-5.861, -1.175, 4.545)
H (-6.270, -0.117, 1.939)
C (5.103, 3.712, 6.176)
C (3.676, 4.137, 6.495)
C (2.624, 3.166, 5.961)
C (2.606, 3.114, 4.492)
N (2.597, 3.068, 3.333)
H (5.284, 3.693, 5.096)
H (5.813, 4.417, 6.619)
H (5.315, 2.717, 6.579)
H (3.501, 5.143, 6.094)
H (3.569, 4.205, 7.584)
H (1.637, 3.484, 6.316)
H (2.799, 2.164, 6.368)
C (6.144, -1.101, -0.028)
O (6.947, -0.630, -0.818)
O (5.339, -2.004, -0.283)
O (6.011, -0.747, 1.149)
Cl (-4.832, -2.893, -7.520)
C (-4.240, -4.572, -7.490)
C (-4.011, -5.076, -6.074)
Cl (-2.635, -4.264, -5.286)
H (-3.324, -4.620, -8.088)
H (-5.000, -5.185, -7.984)
H (-3.779, -6.145, -6.092)
H (-4.896, -4.930, -5.446)
C (3.674, 1.311, 9.491)
Cl (2.417, 2.523, 9.191)
Cl (3.940, 0.320, 8.047)
Cl (5.183, 2.092, 9.995)
H (3.337, 0.658, 10.300)
F (-6.790, -5.442, -8.210)
C (4.544, -5.159, -0.216)
C (3.220, -5.693, -0.578)
N (2.175, -6.115, -0.864)
H (5.309, -5.447, -0.944)
H (4.539, -4.065, -0.166)
H (4.874, -5.526, 0.762)

---

3.
This record from the OMol25 dataset describes the molecule CH5BN2O3 at a distorted geometry. The level of theory is ωB97M-V/def2-TZVPD.

## Properties
Structure (SMILES) = NC(=O)NB(O)O
Total charge = 0
ΔE to the lowest compared entry with this formula, charge and spin = 16.4 kcal/mol

CARTESIAN COORDINATES (ANGSTROEM)
N (2.361, 0.253, -0.001)
C (1.218, -0.463, 0.241)
O (1.199, -1.593, 0.650)
N (0.075, 0.285, 0.011)
B (-1.534, -0.057, 0.045)
O (-1.877, -1.217, -0.444)
O (-2.280, 0.924, 0.491)
H (2.071, 0.804, -0.869)
H (3.067, -0.383, -0.274)
H (0.350, 1.222, -0.395)
H (-2.695, -1.539, -0.307)
H (-1.955, 1.763, 0.854)

---

4.
This record from the OMol25 dataset describes a cluster of 13 separate species, C7H39NO12 in total at a distorted geometry. The level of theory is ωB97M-V/def2-TZVPD.

## Properties
Total charge = 0
ΔE to the lowest compared entry with this formula, charge and spin = 150.4 kcal/mol

CARTESIAN COORDINATES (ANGSTROEM)
C (1.095, 0.686, 3.008)
C (2.089, 0.350, 1.786)
C (1.421, 0.414, 0.421)
C (0.070, -0.265, 0.359)
C (-2.457, 2.467, -0.338)
C (-1.488, 1.469, -0.521)
C (-1.140, 0.615, 0.398)
N (2.846, -0.917, 1.990)
H (1.571, 0.951, 3.959)
H (0.336, -0.148, 3.177)
H (0.583, 1.739, 2.652)
H (3.022, 0.949, 1.598)
H (2.011, -0.188, -0.335)
H (1.439, 1.485, 0.140)
H (-0.043, -0.960, 1.254)
H (-0.075, -0.797, -0.498)
H (-1.962, 3.438, -0.686)
H (-3.362, 2.125, -0.850)
H (-2.553, 2.739, 0.796)
H (-1.055, 1.318, -1.535)
H (-1.719, 0.582, 1.340)
H (2.625, -1.715, 1.381)
H (2.687, -1.362, 2.961)
H (-4.261, 0.105, 2.910)
H (-3.369, 0.146, 1.565)
O (-3.937, 0.637, 2.237)
H (-1.504, -1.456, -4.540)
H (-1.825, -1.969, -3.102)
O (-1.313, -2.190, -3.879)
H (3.172, 0.309, -2.123)
H (2.241, -0.397, -3.001)
O (2.708, 0.483, -2.817)
H (-0.844, -2.814, 1.567)
H (0.240, -3.546, 2.404)
O (-0.632, -2.981, 2.528)
H (-0.903, 1.102, -3.332)
H (0.497, 1.504, -3.334)
O (-0.225, 1.182, -3.962)
H (0.314, -2.004, -3.824)
H (1.654, -2.520, -4.254)
O (1.225, -2.205, -3.561)
H (2.450, 3.829, 0.270)
H (2.523, 2.901, 1.502)
O (2.209, 3.806, 1.126)
H (4.058, 0.206, 0.423)
H (4.907, 0.359, -0.936)
O (4.116, 0.695, -0.503)
H (-1.066, -3.294, -0.355)
H (0.349, -3.934, -0.658)
O (-0.491, -3.976, -0.166)
H (-0.673, 4.875, 1.470)
H (0.405, 3.746, 1.261)
O (-0.371, 4.196, 0.892)
H (-2.757, -0.682, -1.032)
H (-3.707, -1.509, -2.080)
O (-2.843, -1.343, -1.635)
H (-2.537, -2.387, 2.778)
H (-2.573, -3.209, 1.607)
O (-3.180, -2.639, 2.098)

---

Number 1: HOMO energy -0.292 Eh, total energy -6251.2879 eV, HOMO-LUMO gap 8.88 eV. Number 2: HOMO energy -0.188 Eh, total energy -144752.5009 eV, HOMO-LUMO gap 0.93 eV. Number 3: HOMO energy -0.355 Eh, total energy -10920.5752 eV, HOMO-LUMO gap 9.89 eV. Number 4: HOMO energy -0.343 Eh, total energy -33947.7689 eV, HOMO-LUMO gap 9.37 eV.